[1]
# C11H12NO2

A cluster of 2 separate species, C11H12NO2 in total at a distorted geometry (the ωB97M-V functional and the def2-TZVPD basis, OMol25).

```
26
Properties=species:S:1:pos:R:3:forces:R:3
C -2.934650 1.855110 -0.658833 1.6 0.7 1.2
C 0.211115 0.300652 0.642688 -0.7 0.8 0.3
C -1.139313 0.713991 0.828227 -0.5 -1.1 -0.2
C -1.584820 1.178977 -0.425073 -1.3 0.2 -0.8
C -0.540746 1.064523 -1.290746 0.2 0.0 0.0
C 0.904762 -0.211235 1.745115 2.2 -0.2 -0.4
C 0.284589 -0.503043 2.931692 -1.6 0.7 -1.2
C -1.109233 -0.193158 3.006745 0.8 -0.6 1.7
C -1.843704 0.373440 2.004901 0.8 -0.1 0.1
N 0.574604 0.559845 -0.661443 0.0 -0.3 0.0
H 1.999051 -0.302655 1.659802 -0.5 -0.4 -0.1
H 0.778947 -1.029163 3.726690 0.2 0.2 0.3
H 1.553768 0.312050 -1.146251 -0.5 0.6 0.5
H -1.546418 -0.358465 3.989188 -0.4 -0.3 -0.2
H -0.591668 1.336711 -2.338035 0.5 -0.1 0.1
H -2.914667 0.425831 2.172312 0.1 0.6 -0.4
H -3.651044 1.505291 0.106443 0.1 0.3 -0.7
H -3.316579 1.924363 -1.665003 -0.2 -0.7 -0.3
H -2.632396 2.897297 -0.453344 -0.9 0.0 0.3
C 2.023521 -2.070377 -2.298127 -0.2 0.6 0.7
C 3.072622 -1.147791 -1.573837 1.3 -1.4 -1.7
O 4.098761 -1.762800 -1.241370 -0.3 0.3 0.5
O 2.921859 0.110815 -1.582573 -0.7 -0.1 0.3
H 1.007935 -1.668495 -2.271415 0.0 -0.1 0.1
H 2.087639 -3.062713 -1.874441 -0.2 -0.1 0.5
H 2.286065 -2.249010 -3.333321 0.3 0.5 -0.4
```
Positions in Å, forces in eV/Å.

Summary:
lowest unoccupied orbital energy	0.12250	Ha
HOMO	-4.458	eV
total charge	-1

[2]
# C43H106Cl18NO22

A cluster of 19 separate species, C43H106Cl18NO22 in total at a distorted geometry (the ωB97M-V functional and the def2-TZVPD basis, OMol25).

```
190
Properties=species:S:1:pos:R:3:forces:R:3
C -6.631490 -21.764280 15.403590 -0.8 0.5 1.1
C -6.730740 -21.250020 16.905980 1.5 -2.0 -1.7
C -6.618300 -19.793720 17.189990 0.7 1.1 0.8
C -5.152740 -19.289820 17.540630 -0.5 -0.3 -0.5
N -5.034970 -18.009010 18.363980 -1.1 0.0 -0.7
C -6.057450 -16.905200 17.920390 0.3 -0.8 1.9
C -5.457500 -15.603040 18.501920 -0.7 -0.4 -0.5
C -3.994190 -15.899110 18.712170 1.7 -0.5 0.3
C -3.654750 -17.313710 18.155840 -2.4 0.1 1.0
C -5.319140 -18.394210 19.860020 0.3 1.2 -1.4
H -7.427350 -21.336370 14.793990 -0.2 0.2 0.2
H -6.859680 -22.830120 15.403310 0.3 0.1 0.0
H -5.730230 -21.519130 14.841680 0.3 -0.2 0.5
H -5.915330 -21.679620 17.487920 0.1 -0.6 -0.1
H -7.606660 -21.710280 17.363160 -0.3 0.3 -0.2
H -7.244650 -19.750440 18.081010 -0.1 1.1 0.0
H -6.991370 -19.238120 16.329630 -0.3 0.4 0.4
H -4.565100 -19.141440 16.634670 -0.1 0.2 -0.2
H -4.592350 -20.023620 18.119940 -0.2 -0.2 0.0
H -6.952980 -17.215790 18.458590 -0.2 0.2 -0.5
H -6.248640 -16.915980 16.847340 0.4 -0.2 0.0
H -5.912760 -15.317670 19.450290 -0.2 -0.2 -0.2
H -5.613350 -14.765530 17.821940 0.0 -0.1 -0.1
H -3.749720 -15.957770 19.772780 -0.1 0.4 0.1
H -3.389900 -15.094000 18.294150 0.3 -0.3 -0.1
H -3.020420 -17.926740 18.796090 0.7 0.4 -0.4
H -3.445210 -17.326730 17.086250 0.2 -0.2 0.2
H -6.393730 -18.513860 19.997950 0.1 -0.3 -0.2
H -4.999670 -17.523190 20.432170 0.2 -0.4 0.3
H -4.786360 -19.318380 20.083990 0.1 0.3 0.1
C -3.562310 -24.820920 14.678350 -0.8 0.2 -0.6
Cl -5.379380 -24.862570 14.554650 1.5 -0.4 0.1
Cl -3.082000 -23.455590 15.660800 -0.1 0.9 0.2
Cl -2.822260 -26.204310 15.425350 -0.4 -1.0 0.3
Cl -2.845460 -24.672190 13.057460 -0.3 0.2 0.0
C -10.286970 -25.315500 14.665740 0.7 -0.5 -0.2
Cl -9.162180 -26.188060 13.536180 0.8 -0.9 -0.9
Cl -11.025250 -26.491250 15.790790 -0.9 -1.0 0.9
Cl -9.237680 -24.127420 15.603990 1.2 1.6 1.4
Cl -11.464840 -24.416300 13.666400 -1.7 1.0 -1.1
C -1.609130 -20.297960 21.119370 2.2 0.3 -0.9
C -0.400200 -20.970800 21.833880 -1.1 -0.3 -0.6
O -0.712680 -21.331040 23.129410 -0.4 -0.2 2.0
O -2.583140 -21.168450 20.593640 -0.2 -0.1 0.4
H -1.104770 -19.880790 20.247760 -0.2 0.3 -0.4
H -2.017510 -19.446140 21.663170 -0.1 -0.2 0.4
H 0.478180 -20.326050 21.863210 -0.2 0.3 -0.1
H -0.123740 -21.910840 21.356400 0.1 0.3 -0.9
H -1.114090 -22.203030 23.119720 0.0 0.0 0.1
H -3.147020 -21.424200 21.327280 -0.3 -0.2 0.0
C -9.840580 -17.164330 14.664950 -0.4 1.7 1.4
C -10.581810 -15.949520 15.260440 -1.7 -0.8 -0.3
O -11.928070 -16.265960 15.707350 1.4 0.2 -0.7
O -9.703230 -18.161610 15.709510 -0.1 0.9 -1.7
H -8.871290 -16.771660 14.357750 0.3 -0.4 -0.2
H -10.383430 -17.568640 13.810580 0.0 0.0 0.1
H -10.759000 -15.188550 14.500420 0.5 0.1 -0.1
H -10.020950 -15.533340 16.097290 0.3 0.1 0.1
H -11.795470 -16.815250 16.483430 -0.4 -0.1 0.4
H -9.908210 -18.900480 15.131890 -0.1 -1.4 0.8
C -9.510180 -16.841770 18.960710 -0.4 -0.3 0.1
C -10.916280 -16.599940 19.549130 0.1 0.8 -1.1
O -11.892920 -16.493960 18.467070 1.0 -0.7 0.5
O -9.372780 -18.113700 18.353320 -0.2 0.3 0.6
H -8.747090 -16.820580 19.738740 -0.2 0.4 0.4
H -9.227860 -16.117380 18.196740 -0.2 0.5 0.2
H -10.962730 -15.618870 20.021830 0.5 -0.2 0.5
H -11.135080 -17.401900 20.254180 -0.2 -0.1 -0.1
H -12.767050 -16.403920 18.853560 -0.1 0.0 0.0
H -9.628140 -17.980120 17.437600 -0.1 -0.8 -0.8
C 0.185530 -19.701770 17.627090 -0.8 -1.0 0.6
C -1.185650 -20.156050 17.124490 0.9 0.5 -0.1
O -1.641080 -19.286210 16.103410 -0.4 -0.1 -0.3
O 1.206430 -19.910880 16.661620 -0.6 0.5 0.1
H 0.371130 -20.318090 18.506740 0.3 -0.2 0.3
H 0.036210 -18.689580 18.002950 0.5 0.5 -0.4
H -1.897360 -20.063850 17.944900 0.0 -0.2 0.1
H -1.125240 -21.193990 16.797170 -0.2 -0.1 -0.1
H -1.203580 -19.550950 15.290940 0.1 0.0 -0.1
H 1.990260 -19.442600 16.958140 0.1 0.0 -0.1
C -9.538510 -21.060720 19.912750 -0.8 -1.9 0.1
C -10.927880 -20.910380 20.586490 2.1 0.9 0.5
O -10.733130 -20.648670 21.988010 -1.1 -1.5 -0.5
O -8.670260 -19.995760 20.169580 0.1 0.4 0.0
H -9.719560 -21.343010 18.875620 0.1 0.9 -0.7
H -8.956520 -21.931920 20.213410 -0.5 -0.3 0.8
H -11.537640 -21.779080 20.338180 0.0 -0.1 0.7
H -11.417650 -20.032770 20.164580 -0.2 0.1 -0.4
H -10.120900 -19.920220 22.115000 0.0 0.3 -0.3
H -9.010380 -19.277250 19.631380 0.1 0.6 -0.4
C 0.634760 -14.050740 16.005190 -0.3 -1.9 -0.5
C 0.016470 -14.910410 17.116130 0.2 0.1 0.4
O 0.554280 -14.571080 18.391590 0.6 -0.3 -0.1
O 0.260590 -12.726190 16.024520 -0.7 1.5 0.5
H 0.310270 -14.451940 15.045060 -0.1 -0.1 -0.1
H 1.723720 -14.098370 16.005970 0.2 -0.4 0.3
H 0.187170 -15.970710 16.929770 0.4 0.0 -0.1
H -1.063500 -14.839440 17.245490 -0.3 0.4 -0.8
H -0.019680 -13.905460 18.777760 -0.1 0.2 0.1
H 0.532150 -12.410460 16.889490 0.0 0.4 0.1
C -9.093070 -13.198790 18.967090 -0.1 0.5 2.6
C -7.934530 -12.156930 19.025430 0.6 -0.2 -0.8
O -7.978560 -11.204200 20.124940 -1.2 -0.9 -0.7
O -9.085910 -13.933170 20.220930 0.5 -0.3 -0.8
H -9.083770 -13.913920 18.144530 0.6 0.3 -0.1
H -10.102420 -12.790580 19.018950 0.2 0.9 -0.9
H -7.838360 -11.708700 18.036520 -0.5 0.8 0.0
H -6.954030 -12.628630 19.090390 -0.1 -0.9 0.3
H -7.107480 -10.829340 20.274280 0.1 -0.2 -0.2
H -8.824900 -13.267580 20.861610 0.0 -0.1 0.4
C -2.894520 -16.444960 23.216230 -0.9 0.8 -0.6
C -2.095790 -17.052200 24.317290 -0.1 -0.6 1.7
O -0.794700 -17.149280 23.922450 2.8 -0.1 -1.5
O -2.736850 -16.993250 21.914180 -0.2 -0.6 0.0
H -2.671010 -15.382110 23.124120 0.2 0.3 0.3
H -3.960400 -16.518460 23.432100 -0.1 -0.1 0.1
H -2.396870 -18.037600 24.672850 -0.8 -0.3 -0.4
H -2.018790 -16.467460 25.233950 -1.3 0.7 0.0
H -0.221880 -17.174330 24.692420 0.1 -0.1 -0.2
H -1.888410 -16.753560 21.534320 0.3 0.0 0.3
C -7.106280 -19.097340 23.496320 0.1 -0.1 -0.1
C -8.477230 -18.821880 24.038730 0.3 1.1 0.8
O -9.460070 -18.571880 23.054100 -0.3 -0.8 -0.3
O -6.949910 -20.329660 22.787420 0.1 0.9 0.7
H -6.460190 -19.132500 24.373490 0.3 -0.2 0.0
H -6.836520 -18.199180 22.940760 0.4 -0.2 -0.6
H -8.470600 -17.877950 24.583760 0.7 0.0 0.6
H -8.654350 -19.583220 24.798400 -1.2 -0.4 -0.5
H -9.599880 -17.627100 22.956900 0.1 -0.1 0.1
H -7.703430 -20.431820 22.201440 -0.3 0.0 -0.5
C -3.747160 -15.706430 14.322900 0.2 0.1 0.5
C -3.717450 -15.189750 12.893600 -1.1 -0.4 1.0
O -3.537150 -16.295380 12.041540 0.4 -0.2 -0.6
O -2.445710 -16.089950 14.776940 0.0 0.2 0.0
H -4.418710 -16.560080 14.414600 -0.2 -0.2 -0.4
H -4.122020 -14.987050 15.050960 0.2 0.4 -0.1
H -2.974670 -14.403140 12.760830 0.0 0.0 -0.1
H -4.723330 -14.832020 12.673730 0.1 0.4 -0.1
H -2.626930 -16.588410 12.126530 0.2 0.0 -0.2
H -2.178560 -16.851560 14.257150 0.1 -0.2 0.2
C -2.906190 -12.490410 21.034900 0.5 -0.6 -1.3
C -1.585840 -13.163870 20.707600 -0.6 -0.2 0.9
O -1.117690 -12.653540 19.495510 0.6 0.5 -0.8
O -3.820120 -12.893080 19.975950 -0.2 0.1 1.7
H -2.798120 -11.406990 20.983620 0.0 0.1 0.4
H -3.152640 -12.817370 22.045070 -0.9 0.0 -0.2
H -1.787890 -14.226780 20.575320 0.1 -0.1 0.0
H -0.834870 -13.027320 21.485740 0.0 -0.1 0.2
H -0.709900 -11.821050 19.745040 0.2 0.3 -0.5
H -3.551920 -12.404450 19.194340 0.0 0.0 -0.2
Cl -6.370590 -23.733600 19.130650 0.4 0.1 0.2
C -4.639420 -23.853970 19.554780 0.0 -1.9 0.6
C -4.237040 -25.375380 19.649270 0.5 1.3 -0.5
Cl -4.957610 -26.236460 21.041200 0.0 0.3 -0.5
H -4.469180 -23.435480 20.546740 -0.2 0.2 -0.1
H -4.016910 -23.342400 18.820700 -0.2 -0.1 -0.1
H -3.156680 -25.428720 19.783700 0.0 0.1 0.2
H -4.418960 -25.880120 18.700460 -0.5 -0.1 0.3
Cl -8.678810 -13.312540 23.195660 -1.2 0.4 -0.3
C -7.161860 -13.892140 23.815820 0.6 0.1 0.8
C -6.188330 -14.160040 22.675330 0.0 0.1 0.0
Cl -6.769820 -15.662980 21.893930 0.3 0.0 -0.2
H -7.408020 -14.785970 24.389040 0.4 -0.1 -0.2
H -6.899030 -13.122600 24.541640 0.7 -0.1 -0.2
H -5.131810 -14.297480 22.905510 -0.2 -0.3 0.7
H -6.157870 -13.347700 21.949190 -0.5 -0.1 -0.1
Cl -3.418180 -10.581840 13.471560 -0.1 -0.2 0.7
C -2.846010 -10.557720 15.186420 0.0 0.0 -0.3
C -2.952420 -11.843500 15.964910 0.8 -0.2 0.1
Cl -4.564260 -12.243810 16.632570 0.1 0.1 -0.2
H -3.358260 -9.752330 15.712750 0.0 0.0 -0.2
H -1.781170 -10.332550 15.127110 -0.1 0.1 0.0
H -2.258550 -11.727320 16.797460 -0.3 0.0 0.3
H -2.545410 -12.717450 15.456330 -0.4 0.1 -0.3
Cl -6.172330 -18.837700 13.798620 0.3 0.3 -0.6
C -5.518120 -18.924680 12.092260 0.1 -0.2 0.8
C -4.068510 -19.475250 12.105510 -0.7 0.1 -0.1
Cl -3.975260 -21.088120 12.872030 0.0 0.0 -0.3
H -5.639690 -17.924920 11.675350 0.6 -0.1 0.1
H -6.240310 -19.559460 11.578840 0.4 -0.3 0.0
H -3.348330 -18.896100 12.683450 -0.5 0.4 -0.2
H -3.712920 -19.565840 11.079130 0.0 0.0 0.0
Cl -12.858050 -19.294910 14.015620 0.2 0.0 0.0
C -12.089480 -19.505940 12.427880 0.2 -1.5 -0.6
C -11.133850 -20.748620 12.367290 -0.4 0.9 0.3
Cl -9.888810 -20.661850 13.661340 -0.1 -0.3 -0.2
H -11.666060 -18.549440 12.121420 0.2 -0.3 0.1
H -12.901460 -19.792840 11.759690 0.0 0.4 -0.2
H -10.574890 -20.880090 11.440810 -0.1 0.6 -0.1
H -11.722830 -21.663160 12.436750 0.1 0.0 0.7
```
Positions in Å, forces in eV/Å.

Summary:
⟨S²⟩	0.753
lowest unoccupied orbital energy (alpha / beta)	-0.03273 / -0.03273	Ha
HOMO (alpha / beta)	-2.023 / -7.741	eV
spin multiplicity	2

| no. | E (eV) |
| --- | --- |
| 1 | -17188.630 |
| 2 | -318238.322 |